# 1
Density functional theory data (wB97M-V/def2-TZVPD) for a cluster of 2 separate species, H2N2O4P in total.

Last column: natural (NBO) charge in e.
Positions of all 9 atoms, in Å:
N: -0.175581 0.231302 -0.371666  -1.125
N: 2.448752 -1.081785 -1.723794  0.297
O: 0.952955 -3.098774 -0.596074  -1.081
O: 3.216952 -1.917100 -2.169801  -0.424
O: 2.293619 0.023295 -2.156280  -0.353
O: 2.499190 -1.724646 0.922592  -1.088
P: 1.598104 -1.831502 -0.233293  2.149
H: 0.265350 0.742381 0.393770  0.315
H: -0.906705 -0.333458 0.064767  0.310

Forces on the atoms, in the same order (eV/Å):
1.7 -2.2 -0.1
0.0 -0.6 0.2
-0.4 0.4 -0.6
0.4 -0.1 -0.4
0.0 0.4 0.0
0.1 0.8 -0.1
-1.8 1.3 0.6
-0.1 -0.1 0.1
0.0 0.1 0.2

Net charge   -1
Kohn-Sham gap (spin up / spin down)   8.363 / 8.365 eV
LUMO energy (spin up / spin down)   0.135 / 0.135 hartree
HOMO (spin up / spin down)   -0.17199 / -0.17208 hartree

***

# 2
Density functional theory data (wB97M-V/def2-TZVPD) for a structure of composition C5H4O2.

Last column: natural (NBO) charge in e.
Positions of all 11 atoms, in Å:
O: 1.328699 -0.956935 -1.663322  -0.503
C: 0.854171 -0.228023 -0.839011  0.598
O: -0.409510 -1.474997 1.483630  -0.506
C: -1.049512 -1.134004 0.518729  0.436
C: -0.629885 0.027450 -0.364385  -0.472
C: 0.038149 1.171127 0.374320  -0.064
C: 1.306730 0.840617 0.084884  -0.290
H: -1.950790 -1.695452 0.204003  0.121
H: -1.368994 0.256819 -1.138090  0.225
H: -0.397804 1.981019 0.950213  0.223
H: 2.278741 1.212379 0.389025  0.231

Forces on the atoms, in the same order (eV/Å):
-0.2 0.4 0.5
0.3 -0.4 -0.4
-0.4 0.2 -0.3
0.2 -0.1 0.3
-0.1 0.0 -0.1
0.1 0.1 0.1
0.0 0.1 0.0
0.1 0.0 0.0
0.1 0.0 0.1
0.1 -0.2 0.0
-0.1 0.0 -0.1

Kohn-Sham gap   10.183 eV
LUMO energy   0.011 hartree
HOMO   -0.36321 hartree

***

# 3
Density functional theory data (wB97M-V/def2-TZVPD) for a structure of composition C39H34Cl2N6O4Ti.

Last column: Löwdin spin population.
Positions of all 86 atoms, in Å:
Ti: -0.286816 0.190711 0.163594  0.699
O: -3.530651 2.603890 -1.761680  0.001
C: -2.703140 3.611711 -2.165990  0.001
C: -3.250281 4.738864 -2.777503  0.000
C: -2.445137 5.775730 -3.211163  0.002
C: -1.073009 5.696044 -3.024793  0.000
C: -0.531409 4.580717 -2.411656  0.003
C: -1.319392 3.513464 -1.975072  0.000
C: -0.649466 2.336463 -1.348441  0.018
O: -1.314423 1.264835 -1.044237  0.016
N: 0.622976 2.452551 -1.131243  0.024
N: 1.239761 1.261779 -0.745191  0.047
C: 1.941273 1.255077 0.369557  0.070
C: 1.748571 2.215584 1.456871  0.006
C: 2.799075 2.848320 2.114305  0.008
C: 2.559982 3.763076 3.125588  -0.001
C: 1.241383 4.046388 3.482320  0.009
C: 0.184339 3.398239 2.872814  -0.001
C: 0.411084 2.434611 1.875414  0.009
O: -0.569189 1.731818 1.366266  -0.005
H: -4.437679 2.866747 -1.951751  0.000
H: -4.327302 4.791996 -2.906794  0.000
H: -2.890020 6.644927 -3.679470  0.000
H: -0.427728 6.499294 -3.356652  0.000
H: 0.533804 4.494012 -2.249924  0.001
H: 2.727157 0.510138 0.421900  0.005
H: 3.816329 2.629583 1.805804  0.001
H: 3.382220 4.257750 3.626692  0.000
H: 1.043253 4.776880 4.258646  0.001
H: -0.840095 3.607456 3.156412  0.000
C: -3.343873 -0.369541 -0.177183  0.002
N: -2.205594 -0.715900 0.702004  -0.001
C: -2.590510 -0.388258 2.082036  0.000
C: -1.896914 -2.131147 0.493917  0.001
C: -2.546288 -3.130633 1.192526  0.000
C: -2.434692 -4.464214 0.816832  0.000
C: -1.714975 -4.764860 -0.327548  0.000
C: -1.029732 -3.779373 -1.018490  0.000
C: -1.018588 -2.435589 -0.585444  0.001
N: -0.317172 -1.400845 -1.154028  0.000
C: 0.584626 -1.658118 -2.208169  0.000
C: 1.481740 -2.723022 -2.183527  0.000
C: 2.431465 -2.924644 -3.176043  0.000
C: 2.522661 -2.027198 -4.223880  0.000
C: 1.615904 -0.978465 -4.296327  0.000
C: 0.613735 -0.807262 -3.340532  0.000
N: -0.356564 0.201502 -3.476231  0.000
C: -0.097441 1.254711 -4.424984  0.000
C: -1.730298 -0.262182 -3.550342  0.000
H: -4.234748 -0.918727 0.147711  0.000
H: -3.519043 0.702070 -0.134076  0.000
H: -3.106937 -0.634244 -1.203955  0.000
H: -3.584095 -0.785177 2.318886  0.000
H: -1.866478 -0.802809 2.772177  0.000
H: -2.600356 0.693521 2.193811  0.000
H: -3.160777 -2.873970 2.046110  0.000
H: -2.927913 -5.238552 1.389847  0.000
H: -1.680471 -5.784882 -0.693174  0.000
H: -0.485571 -4.048298 -1.910542  0.000
H: 1.465151 -3.380703 -1.329175  0.000
H: 3.109264 -3.768566 -3.111697  0.000
H: 3.278590 -2.144824 -4.991158  0.000
H: 1.677946 -0.297172 -5.132772  0.000
H: -0.169326 0.922221 -5.475585  0.000
H: -0.837566 2.043840 -4.275153  0.000
H: 0.889451 1.683744 -4.251217  0.000
H: -1.999870 -0.535838 -4.584241  0.000
H: -1.863016 -1.135329 -2.917073  0.000
H: -2.401846 0.524564 -3.199547  0.000
Cl: -0.464195 -0.492345 4.445829  0.005
C: 0.746766 -1.556064 3.789235  0.020
C: 1.371300 -2.415718 4.701929  -0.002
C: 2.419224 -3.191877 4.315988  0.021
Cl: 3.166249 -4.256627 5.484771  0.005
C: 2.951233 -3.078022 3.013602  0.000
C: 4.124480 -3.730504 2.585878  0.005
C: 4.630793 -3.456806 1.348322  -0.002
C: 3.951284 -2.542673 0.528667  0.007
N: 2.823190 -1.968836 0.867505  -0.004
C: 2.303692 -2.211745 2.087270  0.003
C: 1.094666 -1.482594 2.441936  0.001
O: 0.453797 -0.761800 1.588798  0.027
H: 1.024043 -2.439082 5.725110  -0.001
H: 4.625837 -4.413565 3.257807  0.000
H: 5.542298 -3.928283 1.004120  0.000
H: 4.334083 -2.286693 -0.452674  0.001

Forces on the atoms, in the same order (eV/Å):
0.1 -0.1 -0.3
0.0 0.0 0.0
0.1 0.0 0.0
0.0 0.0 0.0
0.0 0.0 0.1
0.1 0.0 0.0
-0.1 0.0 0.0
-0.1 0.0 0.0
0.3 -0.2 0.1
-0.8 1.5 -1.1
0.0 0.5 -0.1
0.3 0.5 -0.2
-0.2 0.4 -0.4
0.0 0.1 0.0
0.0 0.0 0.0
0.0 0.0 0.0
0.0 0.0 -0.1
0.0 0.1 0.1
0.0 0.0 0.1
0.1 0.6 0.4
0.0 0.0 0.0
0.0 0.0 0.0
0.0 0.0 0.0
0.0 0.0 0.0
0.0 0.0 0.0
-0.2 -0.3 0.2
0.0 0.0 0.0
0.0 0.0 0.0
0.0 0.0 0.0
0.0 0.0 0.0
0.0 0.0 -0.1
-0.5 -0.5 0.1
-0.1 -0.2 0.0
-0.1 -0.1 -0.2
0.0 0.1 0.1
0.0 -0.1 0.0
0.0 0.0 0.0
0.0 0.1 0.0
-0.2 -0.2 0.0
0.0 -0.8 -0.1
-0.2 -0.1 -0.2
0.2 0.1 0.1
0.1 0.0 0.0
0.0 0.0 0.0
0.0 0.0 0.0
-0.1 0.1 -0.1
0.1 -0.1 -0.1
0.0 0.0 0.1
0.0 0.0 0.0
0.0 0.0 0.0
0.0 0.0 0.0
0.0 0.0 0.0
0.0 0.0 0.0
-0.3 0.0 -0.3
0.0 0.0 0.0
0.0 0.0 0.0
0.0 0.0 0.0
0.0 0.0 0.0
0.0 0.0 0.0
0.1 0.0 0.1
0.0 0.0 0.0
0.0 0.0 0.0
-0.1 0.0 0.0
0.0 0.0 0.0
0.0 0.0 0.0
0.0 0.0 0.0
0.0 0.0 0.0
0.0 0.0 0.0
0.0 0.0 0.0
0.4 0.1 0.3
0.0 0.0 0.2
0.1 0.0 0.0
0.0 0.0 0.1
0.0 0.0 0.0
-0.1 0.1 -0.1
0.0 0.0 0.0
0.1 -0.1 0.1
-0.3 0.0 -0.1
0.0 0.1 -0.2
0.0 -0.1 0.1
-0.1 0.2 0.1
1.2 -1.7 2.0
0.0 0.0 0.0
0.0 0.0 0.0
0.0 0.0 0.0
0.0 0.0 -0.1

Net charge   -1
Kohn-Sham gap (spin up / spin down)   5.958 / 6.609 eV
LUMO energy (spin up / spin down)   0.088 / 0.088 hartree
HOMO (spin up / spin down)   -0.13070 / -0.15464 hartree
2S+1   2

***

Energy relative to the best compared isomer or geometry (same formula, charge and spin), respectively: 348.67 158.61 302.30 kJ/mol.
F_max, respectively: 2.7 0.7 2.8 eV/Å.